[1]
Here is a molecular structure, C46H38MoN10OPSe4Te at a distorted geometry from OMol25. Energies are from wB97M-V/def2-TZVPD.

## Properties
**M**: 1317.23 g/mol
**Frontier orbital gap (spin up / spin down)**: 0.203 / 0.211 hartree
**Highest occupied orbital energy (spin up / spin down)**: -9.528 / -9.595 eV
**Multiplicity**: 3
**Charge**: +1

Structure (XYZ):
```
102
Properties=species:S:1:pos:R:3:mulliken_charge:R:1
Te 0.5515 2.5342 -5.2353 0.02
Mo -1.3765 0.5146 -2.1136 -1.68
Se -2.9325 -1.5210 -1.3537 0.03
Se -1.0365 -0.7605 -4.4234 -0.21
Se -1.2103 0.9277 -6.0015 -0.28
Se -0.1663 2.5096 -2.7860 -0.24
P -2.4669 1.7199 -0.2458 3.23
O 5.1205 0.6967 1.4254 -0.24
N 0.6578 1.7464 2.8624 0.93
N 6.9535 1.1442 2.5377 -0.51
N 1.7479 -2.5296 -1.4709 -1.10
N -2.1185 -4.1507 -0.5723 0.49
N 1.2101 2.2373 1.7503 -0.77
N 2.3379 -1.5604 -2.1670 1.22
N -0.3757 0.7785 1.2033 0.12
N 7.2941 0.9088 1.2635 -0.45
N -2.1116 -3.8741 -2.7477 0.38
N 0.3842 -0.7840 -1.6076 1.03
C 1.5242 -0.5084 -2.2354 -0.60
C -0.2933 0.8690 2.5183 -0.41
C 4.7684 1.2149 3.7485 -0.02
C -1.3485 4.2150 0.2893 -0.44
C 6.2021 0.6314 0.6163 0.44
C 2.9222 1.4986 5.7887 -0.92
C -3.7498 0.8771 0.7401 -0.11
C -2.3343 -3.2666 -1.5675 -0.75
C 3.5843 -1.7759 -2.8566 -1.33
C -1.3248 -6.5396 -0.5475 -0.66
C 3.4539 1.5752 3.4609 -0.23
C -3.2712 1.2734 -2.6600 0.30
C -5.7189 -0.4356 2.1915 -0.78
C 4.8964 -0.4639 -1.1357 0.23
C 5.6660 -0.5080 -3.4056 -0.89
C 6.7874 0.2196 -3.0423 -0.69
C 4.7226 -0.8696 -2.4484 0.74
C -3.4590 2.2572 -1.6693 0.71
C -3.4315 -0.2524 1.4881 0.61
C -0.9400 -7.5532 -1.4025 -0.73
C -4.4173 -0.9125 2.1998 -1.08
C -4.3006 3.3441 -1.8600 -0.54
C -5.0515 1.3685 0.7554 -0.49
C 0.5754 1.6416 0.7771 -0.79
C -1.7199 -5.3467 -1.1303 0.70
C -5.0257 3.4048 -3.0401 -0.86
C -0.8976 5.2117 1.1356 -0.72
C 5.6628 1.0266 2.6236 0.61
C 1.1071 2.1579 4.1660 -1.15
C -1.8908 4.0825 3.0103 -0.81
C -4.9219 2.3987 -3.9907 -0.81
C 2.5242 1.7176 4.4746 0.92
C -2.0713 3.1427 0.8059 0.45
C -0.9985 -7.4025 -2.7874 -0.45
C -6.0316 0.7110 1.4785 -0.80
C -1.7277 -5.1769 -2.5266 0.61
C 6.9884 0.5923 -1.7266 -0.92
C -2.2267 -3.8950 0.8383 -0.73
C -2.3462 3.0835 2.1709 -0.65
C -1.4005 -6.2201 -3.3781 -0.95
C -1.1627 5.1430 2.4948 -0.64
C 6.0316 0.2602 -0.7719 0.11
C 5.1685 1.0174 5.0656 -0.98
C 4.2348 1.1589 6.0759 -0.59
C -4.0534 1.3342 -3.8039 -0.47
C 0.5834 -2.0386 -1.1411 -1.19
H -4.3980 4.1151 -1.1047 0.53
H -1.1189 4.2519 -0.7722 0.34
H -5.6936 4.2327 -3.2185 0.44
H -7.0412 1.0945 1.4842 0.44
H -0.7977 5.9139 3.1563 0.46
H -5.5123 2.4479 -4.8939 0.45
H -2.1011 4.0266 4.0690 0.46
H -2.3370 -2.8208 0.9850 -0.25
H 5.5307 -0.8064 -4.4360 0.43
H -5.2943 2.2597 0.1942 0.39
H -0.1181 -2.5748 -0.5377 0.89
H 3.1713 1.7611 2.4350 0.86
H 6.1913 0.7499 5.2750 0.52
H 2.2098 1.6031 6.5928 0.43
H -2.8973 2.2449 2.5750 0.41
H -3.9847 0.5576 -4.5590 0.57
H 3.4010 -1.6709 -3.9328 0.46
H 7.8627 1.1455 -1.4251 0.53
H -1.3222 -6.6655 0.5214 0.44
H -4.1679 -1.8004 2.7630 0.46
H -2.1738 -3.3932 -3.6367 0.19
H -6.4858 -0.9608 2.7408 0.41
H -0.7160 -8.2286 -3.4182 0.41
H 1.0659 3.2532 4.2035 0.31
H -3.1023 -4.3971 1.2530 0.44
H 4.5312 0.9891 7.0981 0.41
H 0.8105 1.8235 -0.2577 0.47
H -0.3249 6.0373 0.7404 0.45
H 7.5062 0.4961 -3.7963 0.42
H -0.8898 0.3323 3.2270 0.44
H 1.7813 0.4188 -2.7176 0.39
H 3.8592 -2.8141 -2.6418 0.31
H -2.4042 -0.5956 1.4890 0.52
H 4.1733 -0.7247 -0.3748 0.66
H 0.4166 1.7521 4.9075 0.37
H -1.3315 -4.2577 1.3467 0.41
H -0.5882 -8.4844 -0.9926 0.41
H -1.4617 -6.1171 -4.4491 0.46
```


[2]
Here is a molecular structure, C46H39Br2F3N5O5S2SbZr at a distorted geometry from OMol25. Energies are from wB97M-V/def2-TZVPD.

## Properties
**M**: 1235.77 g/mol
**ΔE to the lowest compared entry with this formula, charge and spin**: 1.026 eV
**Frontier orbital gap**: 0.226 hartree
**Highest occupied orbital energy**: -12.515 eV
**Charge**: +2

Structure (XYZ):
```
104
Properties=species:S:1:pos:R:3:mulliken_charge:R:1
Sb -3.9166 -0.2570 2.7153 0.99
Zr 0.0585 -0.5151 -1.8698 0.86
Br 2.5649 -0.0051 0.0144 0.09
Br 0.2273 1.2022 1.9346 -0.07
S 1.2758 -4.5717 -3.3035 -0.06
S -0.9287 -1.8935 -4.2583 1.64
F -8.5448 0.9782 6.6675 -0.31
F 1.0913 -0.1059 6.4193 -0.35
F -4.6395 -6.3610 1.6504 -0.33
O 0.0132 -2.2559 -5.2640 -0.66
O 1.5941 -0.2582 -3.0796 0.90
O -1.8312 0.6128 -1.4703 0.38
O -1.0076 -0.4484 -3.8625 -0.61
O -0.6231 -1.5541 0.0078 0.62
N 1.4749 2.4187 -2.3502 -0.98
N -0.5405 -2.4861 -2.7920 0.09
N -6.2884 -3.6557 -5.8262 -0.45
N 0.4650 1.7499 -1.9361 0.83
N 1.4589 -2.5807 -1.7186 0.14
C -7.5409 0.7101 5.8266 0.27
C -1.3426 -1.3659 4.0870 -0.03
C -3.1270 0.1243 -1.9139 -0.70
C -5.4699 0.1533 4.0957 0.00
C -4.0789 -4.6688 3.1736 -0.74
C -2.8208 2.6497 -0.5425 -0.77
C -4.6253 -2.7937 1.2010 -0.41
C -7.4862 1.3804 4.6208 -0.53
C -0.2028 -1.3021 4.8777 -0.70
C -4.1848 -2.3584 2.4509 -0.06
C -0.7573 -2.9767 0.3205 -0.44
C 4.7496 2.2375 -3.9656 0.55
C -4.7924 -4.1423 0.9200 -0.74
C -5.0577 -3.2408 -5.4503 1.03
C -3.4752 -1.4529 -5.0715 -0.24
C 2.6321 -3.2858 -1.5873 -0.87
C -4.7236 -1.8736 -5.4667 -1.00
C -0.9207 0.8590 5.6970 -0.70
C -4.0899 -4.1712 -5.0193 -0.85
C 2.1158 1.0351 1.5946 -0.74
C 3.6448 2.7683 -3.2684 1.00
C -2.6444 3.9874 -0.2176 -0.81
C -6.4385 1.0940 3.7571 -0.52
C 2.5417 1.8776 -2.9524 0.03
C -2.5344 -2.3887 -4.6446 0.22
C -1.7673 1.9752 -1.1246 0.27
C -0.3883 3.9249 -1.0543 -0.38
C -3.9287 -3.3142 3.4345 -0.04
C -2.8421 -3.7508 -4.6330 -0.88
C -5.5546 -0.4983 5.3258 -0.03
C 5.8419 4.3855 -3.9147 -0.64
C 0.6642 -3.1492 -2.5941 0.19
C -1.4345 4.6197 -0.4734 -1.05
C -0.5530 2.5856 -1.3854 0.29
C 2.7066 -4.3906 -2.3636 -0.45
C 4.7393 4.9111 -3.2256 -0.77
C 3.7004 0.0297 -4.0805 -1.23
C -2.0535 0.7729 4.9015 -0.64
C -0.0104 -0.1810 5.6615 0.28
C 5.8452 3.0656 -4.2805 -0.94
C -4.5023 -5.0561 1.9148 0.38
C -2.2800 -0.3349 4.0825 -0.11
C 4.7389 0.8689 -4.3580 -0.91
C 3.6604 4.1215 -2.9039 -0.21
C 2.5984 0.5258 -3.3624 0.28
C -6.5921 -0.2257 6.2009 -0.69
H 4.7369 5.9561 -2.9453 0.44
H -3.4485 0.7251 -2.7614 0.37
H -6.9440 -3.0126 -6.2322 0.21
H 3.3931 -2.9519 -0.8989 0.38
H -3.5985 -3.0110 4.4208 0.36
H -1.5076 -2.2615 3.4991 0.36
H -4.8031 -1.2222 5.6183 0.23
H 6.6850 2.6430 -4.8175 0.43
H -3.4586 4.5351 0.2364 0.49
H -3.7581 2.1556 -0.3367 0.44
H -0.7409 1.7064 6.3447 0.47
H -6.3887 1.6180 2.8089 0.31
H -1.0766 -3.4646 -0.5928 0.19
H 3.5136 -5.1004 -2.4359 0.48
H -2.1058 -4.4810 -4.3188 0.38
H 6.6805 5.0228 -4.1581 0.42
H 2.5215 2.0274 1.4464 0.49
H 2.5639 0.5305 2.4408 0.50
H 0.5170 -2.1096 4.9121 0.51
H 5.5946 0.4911 -4.9053 0.43
H -0.6129 -1.0301 0.8284 -0.29
H -2.7749 1.5824 4.9375 0.46
H -6.6766 -0.7186 7.1596 0.47
H -2.9867 -0.9111 -2.2130 0.10
H -3.8247 0.1765 -1.0839 0.26
H 2.8167 4.5424 -2.3770 0.41
H -5.1448 -4.4893 -0.0423 0.50
H 0.2055 -3.3567 0.6531 0.35
H -5.4522 -1.1503 -5.8093 0.33
H 0.5571 4.4056 -1.2557 0.45
H -1.3065 5.6623 -0.2175 0.46
H -3.2193 -0.4025 -5.1119 0.62
H 3.6890 -1.0025 -4.4024 0.59
H -6.4943 -4.6344 -5.9151 0.21
H -4.8522 -2.0724 0.4226 0.35
H -1.5261 -3.0915 1.0772 -0.12
H -3.8840 -5.4201 3.9269 0.46
H -8.2486 2.1071 4.3768 0.46
H -4.3321 -5.2260 -5.0074 0.36
```


[3]
Here is a molecular structure, C46H39CdF4N10O3S at a distorted geometry from OMol25. Energies are from wB97M-V/def2-TZVPD.

## Properties
**M**: 1000.36 g/mol
**ΔE to the lowest compared entry with this formula, charge and spin**: 1.693 eV
**Frontier orbital gap**: 0.277 hartree
**Highest occupied orbital energy**: -10.199 eV
**Charge**: +1

Structure (XYZ):
```
104
Properties=species:S:1:pos:R:3:mulliken_charge:R:1
Cd 1.2599 -2.1225 -0.0393 4.72
S -5.1169 -5.5923 2.4458 0.12
F -3.3371 3.7031 0.6191 -0.46
F -2.9034 -1.1703 -3.5666 0.01
F 1.4563 4.6575 0.9855 -0.41
F -1.7425 -2.0133 -5.0683 0.03
O 1.2743 -2.2939 -2.2249 -0.50
O 1.9706 0.1158 -0.5738 -1.10
O 0.8281 -1.8055 -4.3445 -0.75
N -0.4356 5.9397 -0.8260 0.03
N -0.1903 -3.8388 -0.4417 0.23
N 3.3859 -3.2697 0.2192 -0.59
N -2.3034 6.1752 1.1062 -0.49
N -0.1366 -0.4535 1.1484 1.18
N 0.3104 -3.2374 2.1673 -0.08
N -4.6069 -5.3083 0.9861 -0.62
N 2.4392 -1.2091 1.7124 1.34
N -0.2177 2.0371 -3.5153 0.40
N -3.9574 -5.0652 3.4006 -0.65
C 3.7069 -1.6097 1.9392 0.05
C 1.0628 4.0359 -0.1394 0.40
C -2.7723 -4.6019 -1.2116 -0.81
C -1.7999 6.2468 -1.2913 -0.55
C -0.8715 -3.7571 1.8850 0.19
C 0.8418 -0.0075 -2.7859 -0.67
C -0.1268 4.0079 -2.1721 -0.73
C 5.0652 -4.9325 -0.2380 -0.89
C -1.7613 -4.0817 2.9127 -0.06
C 0.9769 -1.4898 -3.1683 0.03
C -0.1113 -3.4526 4.5117 -1.29
C -0.4954 -4.1596 -1.7041 -0.26
C -1.2745 0.0413 0.7544 0.26
C 4.3799 -1.2648 3.0832 -0.81
C 5.5683 -3.1992 1.2734 -0.96
C -2.5286 -1.0535 -4.7990 -0.09
C -2.0851 -0.7075 -0.3236 -0.67
C -1.2019 1.9084 2.3186 -1.37
C 1.1464 2.0548 -1.4668 0.12
C 2.4189 -0.0108 3.7474 -1.17
C -3.3856 -4.7956 1.1875 0.65
C 2.8763 -5.0859 -1.3783 -0.95
C -1.8342 1.1597 1.3577 -0.73
C 0.4983 0.1918 2.1337 0.46
C -3.0048 -4.6060 2.5465 0.77
C -1.3181 -3.9020 4.2092 -0.69
C 0.7361 -3.1478 3.4415 -0.13
C -0.0862 6.8295 0.3171 -1.18
C -2.4780 -4.4354 0.1304 1.29
C 0.1736 0.7337 -3.6540 -0.54
C 5.9641 -4.3705 0.6187 -0.68
C -0.9732 6.6272 1.5436 -0.48
C -0.0032 1.3304 2.7624 -0.73
C -2.6027 6.8577 -0.1529 -1.06
C 0.3193 2.7086 -2.3715 0.08
C -1.7899 -4.4738 -2.1008 -1.22
C -2.3041 2.8772 -4.3174 -0.89
C 0.1279 4.6639 -0.9943 -0.62
C 1.3583 0.6026 -1.5657 1.29
C -0.8728 2.7439 -4.6477 -0.95
C -1.2124 -4.0110 0.4902 -0.86
C 3.7067 -0.4274 4.0460 -1.25
C 3.7608 -4.3848 -0.4302 0.64
C 1.8464 -0.3931 2.5351 0.41
C 1.5613 2.7762 -0.3520 -0.43
C 4.2821 -2.6744 1.0686 0.15
H -2.0054 -4.2465 5.0090 0.47
H -2.8398 1.5524 1.0475 0.29
H 6.9591 -4.8043 0.7533 0.42
H -3.8120 -4.8271 -1.3994 0.56
H -2.2054 -1.7566 -0.0247 -0.35
H -3.0768 6.5147 1.7656 0.28
H -2.8517 1.9478 -4.5171 0.28
H 6.1755 -2.8966 2.0749 0.42
H 3.4228 -5.7872 -1.9664 0.53
H 5.2595 -5.9152 -0.6852 0.39
H -0.6331 4.5697 -2.9630 0.57
H 0.2900 -3.9173 -2.4160 0.48
H 0.2987 -3.2943 5.5101 0.48
H -2.3698 5.4025 -1.7250 0.36
H 2.3395 -4.3899 -2.0354 -0.06
H -3.6775 6.8785 -0.3290 0.44
H -0.1957 0.2502 -4.5429 0.81
H -3.0075 -0.1601 -0.3662 0.71
H -0.2437 7.8335 -0.0789 0.45
H -1.9416 -4.5395 -3.1832 0.49
H -1.0749 7.5730 2.1022 0.34
H 5.3283 -1.6744 3.3271 0.44
H -0.4197 3.7084 -4.6429 0.54
H -1.6462 2.7874 2.7946 0.53
H 0.9813 6.7230 0.5828 0.48
H -1.8073 6.9797 -2.1153 0.26
H 1.7062 -2.7402 3.6785 0.42
H 1.8696 0.6157 4.4218 0.58
H -0.7375 2.1875 -5.5764 0.45
H 4.2136 -0.2925 4.9643 0.46
H -2.9445 4.5432 0.7614 0.53
H -0.5482 5.8588 2.1550 0.43
H -2.3427 3.0629 -3.2430 0.24
H 2.0289 -5.5462 -0.8568 0.19
H -2.7122 3.6982 -4.7912 0.43
H -2.3149 7.9021 0.0026 0.46
H 2.1681 2.3955 0.4794 0.53
H -1.6284 -0.6314 -1.2787 -0.16
H 0.5338 1.8240 3.5674 0.34
```